Molecular formula: C25H34I2N2O6PtSi4Te
Method: DFT, the ωB97M-V functional and the def2-TZVPD basis

Last column: Mulliken charge in e.
Geometry (Å):
Pt -0.27 -0.35 0.83  1.145
O -0.68 -1.55 -5.29  -0.536
C -0.59 -1.26 -3.98  0.903
C -0.48 -2.21 -2.98  -0.427
C -0.39 -1.78 -1.67  0.435
N -0.46 -0.50 -1.29  -0.085
C -0.55 0.41 -2.28  0.573
C -0.60 0.09 -3.61  -0.720
C -0.52 1.86 -1.89  0.094
O 0.16 2.67 -2.45  -0.515
O -1.28 2.10 -0.81  -0.370
C -0.19 -2.80 -0.57  0.253
O 0.24 -3.90 -0.82  -0.684
O -0.59 -2.35 0.57  -0.566
H -0.64 -2.50 -5.42  0.310
H -0.40 -3.27 -3.18  0.460
H -0.65 0.87 -4.35  0.535
I -0.37 -0.85 6.04  0.081
C -0.68 0.77 4.79  -0.493
C -1.07 1.99 5.32  -0.393
C -1.31 3.08 4.50  -0.182
I -1.95 4.85 5.39  0.054
C -1.12 3.00 3.12  0.888
C -1.37 4.06 2.15  -0.623
C -1.12 3.88 0.86  -1.247
C -0.51 2.64 0.31  0.282
N -0.45 1.55 1.25  -0.837
C -0.71 1.77 2.60  0.398
C -0.53 0.63 3.42  0.278
O -0.22 -0.51 2.79  -0.615
H -1.21 2.09 6.39  0.346
H -1.77 5.00 2.50  0.186
H -1.27 4.68 0.14  0.421
H 0.48 2.85 -0.10  0.363
C 5.95 -3.48 3.45  -1.197
Si 4.57 -2.27 3.00  0.363
C 5.51 -0.73 2.45  -1.111
C 3.58 -1.82 4.52  -0.591
Si 3.07 -3.19 1.43  0.013
Te 2.36 -0.88 0.69  -0.264
Si 1.74 -4.67 2.72  0.673
C 2.97 -5.59 3.81  -1.208
C 0.94 -6.00 1.66  -1.004
C 0.46 -3.80 3.76  -0.602
Si 4.29 -4.16 -0.33  0.433
C 5.47 -2.86 -0.99  -1.094
C 5.26 -5.62 0.35  -1.014
C 3.22 -4.78 -1.73  -0.797
H 6.47 -3.08 4.32  0.412
H 6.68 -3.55 2.64  0.307
H 5.61 -4.49 3.70  0.347
H 6.32 -0.58 3.17  0.352
H 4.89 0.17 2.46  0.342
H 5.95 -0.83 1.46  0.282
H 4.20 -1.27 5.23  0.419
H 3.20 -2.71 5.03  0.244
H 2.72 -1.20 4.27  -0.076
H 3.79 -6.02 3.23  0.249
H 2.43 -6.42 4.28  0.438
H 3.39 -4.97 4.60  0.286
H 1.71 -6.63 1.20  0.240
H 0.32 -5.59 0.88  0.202
H 0.34 -6.63 2.32  0.430
H 0.85 -3.59 4.75  0.255
H -0.40 -4.48 3.87  0.400
H 0.11 -2.87 3.33  -0.075
H 6.23 -2.59 -0.25  0.240
H 4.94 -1.95 -1.28  0.315
H 5.98 -3.24 -1.88  0.396
H 5.91 -5.37 1.19  0.273
H 5.89 -6.01 -0.46  0.393
H 4.59 -6.42 0.65  0.268
H 2.49 -4.04 -2.05  0.049
H 2.66 -5.67 -1.42  0.281
H 3.85 -5.05 -2.57  0.419

## Properties
HOMO level (spin up / spin down)	-7.53 / -7.53	eV
energy above the lowest of the compared OMol25 structures with the same formula, charge and spin	2.075	eV
net charge	0

***

Molecular formula: C25H34IrN3O8S2
Method: DFT, the ωB97M-V functional and the def2-TZVPD basis

Last column: Löwdin spin population.
Geometry (Å):
Ir -0.91 0.62 0.42  1.824
O -2.31 3.82 -1.83  0.046
C -2.01 2.79 -0.96  0.097
O -2.04 1.58 -1.26  0.132
C -1.73 3.26 0.41  0.175
C -1.95 4.56 0.85  -0.023
C -1.96 4.75 2.25  0.199
C -1.85 3.68 3.16  -0.012
C -1.70 2.39 2.62  0.176
N -1.48 2.23 1.29  0.262
C -2.13 1.16 3.42  0.046
O -2.39 1.44 4.72  0.024
O -2.39 0.07 2.94  0.068
H -2.54 3.40 -2.68  0.001
H -2.09 5.38 0.15  -0.003
H -2.04 5.76 2.64  0.010
H -1.89 3.88 4.22  -0.003
H -2.11 2.34 4.95  0.000
C 1.37 -5.47 -2.68  0.004
O -0.04 -5.21 -2.85  0.046
C -0.61 -4.13 -2.27  0.028
C -1.98 -4.08 -2.57  0.266
C -2.74 -3.04 -2.14  0.013
C -2.15 -2.02 -1.33  0.229
C -3.04 -1.05 -0.71  0.047
C -4.48 -1.07 -1.00  0.007
O -2.68 -0.24 0.24  0.260
C -0.70 -2.02 -1.13  0.072
O -0.07 -0.95 -0.75  0.180
C 0.03 -3.16 -1.53  0.007
H 1.58 -6.35 -3.31  0.000
H 1.59 -5.71 -1.63  0.002
H 1.98 -4.59 -3.00  0.002
H -2.40 -4.81 -3.26  0.009
H -3.77 -2.98 -2.42  -0.004
H -4.93 -2.05 -0.74  0.000
H -4.63 -0.88 -2.08  0.003
H -4.95 -0.26 -0.43  0.000
H 1.08 -3.11 -1.31  -0.001
C 2.10 5.24 -1.40  0.000
C 2.84 4.11 -2.14  0.002
C 2.11 2.78 -2.21  0.009
S 2.08 1.75 -0.65  0.022
O 0.49 1.77 -0.62  0.209
C 2.75 0.12 -1.20  0.010
C 4.22 -0.12 -0.94  0.000
C 4.72 0.15 0.49  0.001
H 2.62 6.21 -1.64  0.000
H 2.15 5.15 -0.30  0.000
H 1.03 5.32 -1.68  0.000
H 3.85 3.97 -1.69  0.000
H 3.02 4.43 -3.18  0.000
H 2.52 2.11 -2.99  0.001
H 1.03 2.96 -2.45  0.001
H 2.53 0.01 -2.27  0.000
H 2.12 -0.60 -0.62  0.006
H 4.82 0.50 -1.65  0.000
H 4.44 -1.16 -1.22  0.000
H 4.91 1.23 0.70  0.000
H 5.66 -0.38 0.69  0.000
H 4.02 -0.22 1.25  0.001
S 0.61 -0.19 1.72  0.409
C 0.27 -1.78 2.38  0.063
N -0.89 -2.18 2.89  0.037
C -0.78 -3.52 3.44  0.005
C 0.67 -3.94 3.13  0.003
N 1.22 -2.73 2.52  0.026
H -1.69 -1.52 2.91  0.000
H -1.52 -4.23 2.98  0.002
H -0.98 -3.57 4.55  0.001
H 0.71 -4.81 2.48  0.001
H 1.23 -4.21 4.05  0.001
H 2.19 -2.58 2.29  0.001

## Properties
spin multiplicity	6
HOMO level (spin up / spin down)	-14.28 / -17.69	eV
energy above the lowest of the compared OMol25 structures with the same formula, charge and spin	0.161	eV
<S²>	8.840
net charge	+3

***

Molecular formula: C25H34KN13O2S3
Method: DFT, the ωB97M-V functional and the def2-TZVPD basis

Last column: Mulliken charge in e.
Geometry (Å):
K -0.40 -0.44 -0.11  0.805
C 3.77 -0.67 2.27  -1.095
C 2.76 -1.02 1.22  -0.052
N 1.40 -0.99 1.29  1.094
N 1.11 -0.52 2.66  -1.043
C 0.54 0.63 2.79  0.450
S -0.09 1.52 1.48  -0.622
S 0.47 1.26 4.45  -0.133
C 1.30 2.85 4.24  -1.272
C 2.80 2.80 4.05  0.450
C 3.35 2.94 2.76  0.060
C 4.73 2.88 2.57  -0.598
C 5.58 2.68 3.65  -0.349
C 5.05 2.53 4.93  -0.546
C 3.67 2.59 5.13  -0.241
C 3.20 -1.76 0.01  0.775
C 4.46 -2.05 -0.50  -0.875
C 4.53 -2.89 -1.61  -0.782
C 3.35 -3.41 -2.16  -0.931
C 2.10 -3.11 -1.60  -0.288
C 2.00 -2.28 -0.49  0.866
O 0.98 -1.90 0.22  -1.146
H 3.43 0.15 2.91  0.214
H 4.71 -0.36 1.81  0.307
H 3.95 -1.54 2.90  0.214
H 1.11 3.43 5.16  0.479
H 0.83 3.45 3.45  0.402
H 2.69 3.04 1.90  0.232
H 5.13 2.95 1.56  0.383
H 6.65 2.61 3.49  0.350
H 5.71 2.35 5.78  0.359
H 3.26 2.45 6.12  0.350
H 5.35 -1.65 -0.04  0.373
H 5.49 -3.15 -2.04  0.363
H 3.39 -4.07 -3.02  0.326
H 1.18 -3.53 -2.01  0.851
N -7.21 -2.01 -1.30  -0.356
C -6.07 -1.30 -1.06  0.290
O -6.11 -0.08 -0.97  -0.679
C -4.79 -2.04 -0.93  0.644
C -4.66 -3.42 -1.03  -0.443
C -3.40 -4.01 -0.88  -1.243
C -2.31 -3.19 -0.64  -0.279
N -2.40 -1.85 -0.54  0.341
C -3.63 -1.30 -0.69  -0.230
H -8.07 -1.47 -1.39  0.234
H -7.27 -3.01 -1.40  0.149
H -5.51 -4.07 -1.21  0.128
H -3.27 -5.08 -0.95  0.347
H -1.31 -3.60 -0.52  0.453
H -3.66 -0.22 -0.60  0.444
N -2.45 0.88 -1.98  -0.527
N -1.12 0.43 -2.32  -0.544
H -2.86 1.49 -2.69  0.272
H -2.45 1.41 -1.11  -0.599
H -0.51 1.20 -2.67  0.168
H -1.15 -0.33 -3.04  0.270
C -2.83 5.86 -0.88  -1.028
N -2.14 4.60 -0.79  -0.140
C -2.63 3.42 -0.32  0.818
N -3.89 3.40 0.12  -0.400
S -1.68 2.06 -0.30  -0.454
H -2.16 6.60 -1.31  0.345
H -3.14 6.18 0.12  0.287
H -3.72 5.75 -1.51  0.283
H -1.18 4.56 -1.12  0.241
H -4.49 4.21 0.15  0.166
H -4.26 2.53 0.49  0.186
N -0.19 -3.85 -4.85  -1.100
N 0.20 -2.87 -3.95  1.320
N 1.36 -2.21 -4.08  -1.226
C 1.34 -1.45 -2.98  -0.445
N 0.25 -1.66 -2.20  0.271
N -0.47 -2.58 -2.82  -1.088
H 0.64 -4.13 -5.37  0.361
H -0.50 -4.66 -4.33  0.302
H 2.12 -0.75 -2.75  0.636
H -1.97 -1.15 1.38  0.096

## Properties
HOMO level (spin up / spin down)	0.78 / 1.76	eV
net charge	-2

***

no.,E_tot (eV)
1,-99997.09392
2,-71805.33234
3,-98754.20607